No. 1
Entry from the Open Molecules 2025 dataset: a structure of composition C34H41Cl2N3PSr (ωB97M-V/def2-TZVPD).

```
82
Properties=species:S:1:pos:R:3:mulliken_charge:R:1
Sr 0.88336 -0.52217 -1.41513 1.87
C -2.25977 -3.59745 -1.04247 -1.61
C -3.28885 -2.51660 -1.38134 0.69
C -4.54722 -2.77187 -0.55417 -1.74
P -2.42472 -0.84592 -1.33389 0.35
C -3.32978 0.14534 -2.63300 0.16
C -2.66424 1.52051 -2.70265 -1.31
C -4.84410 0.29504 -2.52602 -1.54
C -2.75095 0.00221 0.22596 0.36
C -4.05862 0.09462 0.72588 0.41
C -4.40056 0.80301 1.86150 -0.11
C -5.81528 0.84599 2.38015 -1.81
C -3.36045 1.46909 2.51545 -0.88
C -2.06841 1.42536 2.05606 -0.23
C -1.67822 0.69597 0.88598 -1.91
N -0.40509 0.67833 0.45215 0.72
C 0.50162 1.57793 1.06272 -0.98
C 0.52510 2.93050 0.68022 1.62
C -0.46099 3.44264 -0.33088 -1.17
C 1.47915 3.77990 1.22181 -1.05
C 2.42326 3.33590 2.13834 0.82
C 3.49254 4.26249 2.65565 -1.65
C 2.38147 2.00415 2.51986 -1.06
C 1.44126 1.12175 1.99840 1.98
C 1.44692 -0.31936 2.42925 -1.60
H -2.65750 -4.59373 -1.25422 0.51
H -2.01553 -3.56254 0.02188 0.26
H -1.33470 -3.47070 -1.60619 0.31
H -3.54609 -2.61503 -2.44332 0.43
H -4.35093 -2.61832 0.50732 0.37
H -4.86537 -3.80997 -0.68987 0.46
H -5.37946 -2.13181 -0.84097 0.30
H -3.10446 -0.39585 -3.56042 0.58
H -2.79548 2.05368 -1.75872 0.15
H -3.10986 2.12251 -3.49827 0.56
H -1.59271 1.44216 -2.89732 0.19
H -5.11633 0.86930 -1.63989 0.29
H -5.35129 -0.66903 -2.48878 0.27
H -5.22099 0.83443 -3.39963 0.49
H -4.85597 -0.40087 0.19135 0.25
H -6.52366 0.52006 1.61642 0.36
H -6.09609 1.85622 2.68655 0.38
H -5.94804 0.19541 3.25011 0.31
H -3.57359 2.04472 3.41204 0.37
H -1.30149 1.96668 2.59574 0.42
H -0.35543 2.90281 -1.27403 0.06
H -0.29672 4.50252 -0.52614 0.42
H -1.48831 3.30586 0.01589 0.25
H 1.49873 4.81775 0.90245 0.32
H 3.12732 5.28816 2.72430 0.39
H 4.35482 4.26164 1.98458 0.29
H 3.83943 3.95361 3.64269 0.39
H 3.10886 1.63347 3.23614 0.36
H 1.91186 -0.42671 3.41039 0.46
H 2.02006 -0.92979 1.72663 0.23
H 0.43331 -0.72018 2.47165 0.18
C 3.59692 -5.84673 2.16266 -1.48
C 2.93391 -4.77264 1.35057 1.26
C 1.58384 -4.47306 1.50971 -0.90
C 1.02476 -3.45404 0.76192 -0.65
N 1.71753 -2.74571 -0.12988 0.15
C 3.02205 -3.00629 -0.27524 -0.35
C 3.65500 -4.00842 0.43896 -0.74
H 2.87304 -6.58262 2.51142 0.37
H 4.08180 -5.41220 3.03927 0.28
H 4.36414 -6.35702 1.58087 0.38
H 0.97799 -5.02102 2.22090 0.36
H -0.01195 -3.16714 0.89155 0.54
H 3.54903 -2.34050 -0.96067 0.19
H 4.71389 -4.18035 0.29230 0.42
Cl 6.03851 -0.39099 -1.30150 -0.28
C 5.29415 0.94759 -2.16892 0.46
C 6.10139 1.96458 -2.62280 -0.62
C 5.57014 3.04947 -3.31744 -0.42
C 4.18759 3.07675 -3.54208 -0.56
C 3.41388 2.04737 -3.07766 0.68
Cl 1.66560 2.12204 -3.36638 -0.28
C 3.85531 0.86605 -2.32999 -0.91
N 3.06087 -0.05233 -1.90506 -0.88
H 7.16580 1.90480 -2.42731 0.35
H 6.20793 3.84889 -3.67023 0.33
H 3.72503 3.89970 -4.07313 0.33
```

Calculated values
Charge: -1
Gap between HOMO and LUMO (eV): 4.514
E_tot (eV): -75566.062
Energy above the lowest of the compared OMol25 structures with the same formula, charge and spin (kJ/mol): 22.2
LUMO energy (eV): 2.17
Strongest force on any atom (eV/Å): 0.44
M (g mol⁻¹): 681.223

***

No. 2
Entry from the Open Molecules 2025 dataset: a structure of composition C3H28O11 at a distorted geometry (ωB97M-V/def2-TZVPD).

```
42
Properties=species:S:1:pos:R:3:mulliken_charge:R:1
O 1.04907 -2.49675 0.18967 -0.66
H 0.61939 -1.69036 0.48415 0.66
H 1.74271 -2.84264 0.75608 0.37
H 1.52915 -2.30381 -0.61897 0.62
C -0.72862 1.06264 0.08342 -1.65
C -0.47029 -0.47511 0.12979 1.50
C -0.32729 -1.02162 -1.28608 -2.02
O 0.47833 -0.96114 1.11270 -0.74
H -1.68535 1.38719 -0.32579 0.48
H 0.04465 1.64292 -0.42000 0.07
H -0.65801 1.45114 1.09938 1.06
H -1.44102 -0.91776 0.35305 -0.80
H 0.66754 -0.82375 -1.68519 0.54
H -0.96384 -0.55224 -2.03614 0.32
H -0.47674 -2.09839 -1.36547 0.47
O 2.26315 -2.20377 -1.29354 -0.87
H 2.08975 -2.49202 -2.18970 0.28
H 2.33161 -1.25113 -1.35688 0.68
O -3.27405 1.64849 -1.43803 -0.75
H -2.72025 1.75388 -2.21160 0.24
H -2.74484 1.98751 -0.71605 0.15
O 1.21222 2.27113 0.41058 -0.49
H 2.10327 2.53663 0.63810 0.44
H 0.88741 2.97607 -0.14959 0.28
O 1.04317 0.33387 2.40153 -0.91
H 0.67126 1.19195 2.19753 0.18
H 0.73765 -0.23436 1.69442 1.00
O 2.21713 -0.27800 -1.64936 -0.70
H 1.88834 -0.00558 -0.79267 0.52
H 2.44181 0.54064 -2.09160 0.28
O -0.79511 -2.06878 2.23070 -0.89
H -0.36693 -1.72531 1.44653 0.48
H -1.13590 -1.29364 2.67707 0.34
O -2.76449 -1.09290 1.21098 -0.79
H -2.05137 -0.72918 0.68620 0.71
H -2.64586 -2.04094 1.15283 0.38
O 1.92321 0.46392 0.06872 -0.89
H 1.65342 1.36268 0.25760 0.99
H 1.22103 -0.07806 0.42851 -1.14
O -2.04566 2.81123 -0.29547 -0.57
H -2.07659 2.71535 0.65641 0.51
H -1.44306 3.53999 -0.44381 0.31
```

Calculated values
Charge: 0
Gap between HOMO and LUMO (eV): 7.508
E_tot (eV): -26056.052
Energy above the lowest of the compared OMol25 structures with the same formula, charge and spin (kJ/mol): 3359.6
LUMO energy (eV): -1.16
Strongest force on any atom (eV/Å): 16.48
M (g mol⁻¹): 240.246

***

No. 3
Entry from the Open Molecules 2025 dataset: the molecule C20H21N3O3 at a distorted geometry (ωB97M-V/def2-TZVPD).

```
47
Properties=species:S:1:pos:R:3:mulliken_charge:R:1
C -0.77454 2.38797 0.25761 0.45
C 0.05252 1.08929 0.22836 -0.75
C -1.98752 2.15061 1.14190 -1.26
C -3.15597 1.15389 0.51393 0.83
C -4.13275 1.67881 -0.33339 -0.93
C -3.26966 -0.31893 0.54173 0.81
C -4.27068 -0.59424 -0.35889 -0.40
C -2.73784 -1.38273 1.41456 -0.40
C -4.79576 -1.89689 -0.55161 -0.51
C -3.35854 -2.59571 1.14840 -0.58
C -4.40574 -2.93015 0.24258 -0.87
C 1.44891 -0.35807 -0.88325 -0.33
C 0.21461 -1.33135 -1.12576 0.58
C 2.37720 -1.07036 0.38435 -0.93
C 3.88291 -0.58461 0.21572 0.51
C 4.80457 -1.57845 -0.27780 -0.65
C 4.53772 0.56764 0.70636 -0.29
C 6.17701 -1.25017 -0.48004 -0.32
C 5.86278 0.76530 0.51758 -0.22
C 6.72780 -0.06186 -0.05263 -0.45
H -1.69044 2.42212 -1.55209 0.30
H -1.64107 3.86508 -0.84020 0.34
H -0.08745 3.12352 0.72036 0.40
H -1.75698 1.84299 2.17260 0.41
H -2.61234 3.00953 1.32537 0.60
H -4.59752 2.71920 -0.45313 0.29
H -5.26140 0.76311 -1.70717 0.24
H -2.22115 -1.17620 2.27605 0.57
H -5.53211 -2.00426 -1.29524 0.43
H -3.11508 -3.32728 1.92444 0.32
H -4.85566 -3.89259 0.18901 0.46
H 1.00610 1.72669 -1.39213 0.36
H 2.07487 -0.35944 -1.74362 0.91
H 2.29896 -2.10089 0.16290 0.55
H 2.01839 -0.87443 1.38713 0.39
H 4.57827 -2.58829 -0.63624 0.31
H 4.02257 1.41862 1.13591 0.35
H 6.78290 -2.11363 -0.82505 0.28
H 6.10745 1.90107 0.68527 0.15
H 7.80706 0.31508 -0.11945 0.28
H -1.06596 -0.12566 -0.99557 0.28
N -1.05634 3.03143 -1.06036 -0.80
N -4.77477 0.60490 -0.85311 -0.03
N 1.09037 1.00728 -0.60833 -0.04
O -0.02099 0.21496 1.07424 -0.51
O 0.22647 -2.44013 -0.54913 -0.56
O -0.92121 -0.80277 -1.67218 -0.53
```

Calculated values
Charge: 0
Gap between HOMO and LUMO (eV): 8.477
E_tot (eV): -31690.731
Energy above the lowest of the compared OMol25 structures with the same formula, charge and spin (kJ/mol): 572.8
LUMO energy (eV): 0.46
Strongest force on any atom (eV/Å): 6.02
M (g mol⁻¹): 351.406

***

No. 4
Entry from the Open Molecules 2025 dataset: a structure of composition C26H33IrNO7PS3 (ωB97M-V/def2-TZVPD).

```
72
Properties=species:S:1:pos:R:3:mulliken_charge:R:1
Ir 0.32499 -0.23723 -0.59091 3.20
C -5.19354 1.78438 -0.74468 -1.13
C -4.57751 1.04703 0.42059 -0.38
O -3.48868 0.24949 -0.08979 -0.51
P -2.87767 -0.87806 0.90776 0.70
S -2.44851 -0.26441 2.66243 -0.39
S -1.43242 -1.76210 -0.24723 -0.48
O -4.04203 -1.98726 0.95068 -0.44
C -4.62878 -2.55111 -0.22962 0.08
C -4.21615 -3.99634 -0.40246 -1.14
H -6.02711 2.39632 -0.39802 0.41
H -5.56866 1.08839 -1.49678 0.29
H -4.46242 2.44599 -1.21324 0.14
H -5.30649 0.39156 0.90255 0.44
H -4.17607 1.73039 1.17008 0.33
H -4.35894 -1.94997 -1.10193 0.00
H -5.70946 -2.47908 -0.09009 0.40
H -3.14870 -4.07877 -0.60037 0.20
H -4.76617 -4.43652 -1.23697 0.39
H -4.44718 -4.56331 0.49915 0.31
O 2.64251 0.13298 2.65085 -0.71
C 2.10542 0.13857 1.56676 0.35
O 0.98933 -0.45091 1.26773 -0.63
C 2.73888 0.91995 0.42944 0.59
C 4.00117 1.50590 0.62600 -0.90
C 4.57435 2.18120 -0.40453 -1.00
C 3.87827 2.29799 -1.63044 1.20
C 4.40769 3.01027 -2.73179 -0.78
C 3.69933 3.12782 -3.89227 -0.84
C 2.42378 2.53567 -3.99722 -1.25
C 1.88810 1.83671 -2.95191 0.40
C 2.60816 1.69394 -1.74666 -0.75
N 2.06424 1.00198 -0.69622 0.37
H 4.46299 1.37850 1.59391 0.62
H 5.55260 2.63573 -0.30561 0.43
H 5.38637 3.46302 -2.63169 0.44
H 4.10972 3.67525 -4.73000 0.40
H 1.86345 2.63355 -4.91834 0.50
H 0.91450 1.37713 -3.02837 0.62
C -1.47371 2.93123 -1.68145 -0.70
S -0.89992 2.29101 -0.10508 0.95
C 0.36048 3.53116 0.20811 -1.37
O -1.97036 2.55931 0.87052 -0.62
H -1.96178 3.88233 -1.46991 0.57
H -2.19094 2.21430 -2.07541 -0.30
H -0.64189 3.05827 -2.37254 0.27
H 1.10605 3.54261 -0.58349 0.33
H 0.81960 3.27963 1.16292 0.37
H -0.14995 4.49044 0.28488 0.51
C -2.71099 -0.39988 -3.52555 -1.57
C -1.21679 -0.49668 -3.47001 0.12
O -0.62178 0.02904 -2.53114 -0.51
C -0.46943 -1.16145 -4.55857 0.79
C -1.13602 -1.70745 -5.65664 -0.70
C -0.42034 -2.31238 -6.67574 -0.85
C 0.96478 -2.37614 -6.60450 -0.43
C 1.63688 -1.83036 -5.51813 -1.44
C 0.92400 -1.22257 -4.50108 0.19
H -3.07465 -0.04416 -2.56572 -0.22
H -3.14895 -1.37358 -3.74517 0.61
H -3.00887 0.28543 -4.32478 0.42
H -2.21454 -1.66322 -5.71813 0.41
H -0.94104 -2.73604 -7.52381 0.42
H 1.52289 -2.85425 -7.39902 0.42
H 2.71574 -1.88334 -5.46006 0.45
H 1.44628 -0.79875 -3.65457 0.72
C 0.94063 -3.14186 -1.44259 -1.63
C 1.49782 -1.76623 -1.13231 0.75
O 2.69511 -1.59842 -1.18257 -0.57
H 1.73307 -3.74429 -1.88446 0.41
H 0.08071 -3.09186 -2.10810 0.30
H 0.59866 -3.59956 -0.51372 0.44
```

Calculated values
Charge: 0
Gap between HOMO and LUMO (eV): 6.483
E_tot (eV): -87957.088
Energy above the lowest of the compared OMol25 structures with the same formula, charge and spin (kJ/mol): 0.0
LUMO energy (eV): -1.05
Strongest force on any atom (eV/Å): 0.45
M (g mol⁻¹): 790.942

***

No. 5
Entry from the Open Molecules 2025 dataset: a cluster of 2 separate species, C6H6ClINP in total at a distorted geometry (ωB97M-V/def2-TZVPD).

```
16
Properties=species:S:1:pos:R:3:mulliken_charge:R:1
C -0.73893 0.89261 -0.62670 -0.14
C -1.06229 -0.41722 -0.46582 -0.50
C -0.80735 1.83536 0.35784 -0.39
C -1.50524 -0.80079 0.81539 -0.10
C -1.26760 1.41095 1.59205 -0.14
C -1.46028 0.10536 1.78091 -0.37
N 1.78092 -1.91804 -1.74049 -0.50
P 2.05793 -1.45912 -0.18981 0.45
Cl 3.61581 -2.69382 0.25496 -0.23
I 3.02112 0.87157 -0.08328 -0.03
H -0.61597 1.28983 -1.64260 0.30
H -0.98852 -1.16441 -1.37249 0.36
H -0.43098 2.87037 0.22366 0.36
H -1.69109 -1.85443 1.14840 0.33
H -1.40632 2.25294 2.31282 0.31
H 1.49879 -1.22114 -2.36486 0.31
```

Calculated values
Charge: 0
Gap between HOMO and LUMO (spin up / spin down) (eV): 8.902 / 6.892
E_tot (eV): -37717.944
Energy above the lowest of the compared OMol25 structures with the same formula, charge and spin (kJ/mol): 98.6
2S+1: 3
LUMO energy (spin up / spin down) (eV): -0.17 / -2.56
Strongest force on any atom (eV/Å): 3.86
<S²>: 2.0275
M (g mol⁻¹): 285.452

***

No. 6
Entry from the Open Molecules 2025 dataset: a cluster of 4 separate species, C2H10O5 in total at a distorted geometry (ωB97M-V/def2-TZVPD).

```
17
Properties=species:S:1:pos:R:3:mulliken_charge:R:1
O 0.81723 0.75818 -0.08872 -0.57
C 0.65090 -0.57008 0.23490 0.23
O 0.48066 -0.83215 1.40240 -0.55
C -0.18734 -1.32430 -0.80760 -0.79
H -0.90729 -0.53596 1.68142 0.54
H -1.18327 -1.54952 -0.42279 0.34
H 0.25508 -2.28906 -1.04621 0.33
H -0.34631 -0.62823 -1.62252 0.38
H -0.12656 1.09310 -0.11452 0.32
H -1.42319 1.78312 -0.82177 0.37
O -1.79175 1.58112 0.04297 -0.68
H 1.55920 0.31164 -1.84177 0.42
H 3.00143 0.61157 -1.83389 0.32
O 2.32253 0.29012 -2.43994 -0.67
H -1.66966 0.67242 0.42336 0.42
H -1.76232 0.06114 2.72196 0.31
O -1.86984 -0.27842 1.82460 -0.70
```

Calculated values
Charge: 0
Gap between HOMO and LUMO (eV): 10.953
E_tot (eV): -12472.177
Energy above the lowest of the compared OMol25 structures with the same formula, charge and spin (kJ/mol): 257.0
LUMO energy (eV): -0.53
Strongest force on any atom (eV/Å): 4.66
M (g mol⁻¹): 114.097